--- one ---
# C11H14N3S

A gas-phase ion, C11H14N3S (charge +1) (ωB97M-V/def2-TZVPD, the OMol25 dataset).

Atoms and positions in Å:
C 4.327 0.651 0.490
C 3.415 1.560 0.914
C 3.928 -0.470 -0.225
C 2.120 1.497 0.477
C 2.558 -0.636 -0.602
C 1.726 0.425 -0.260
C -3.197 0.123 0.707
C -2.738 -0.945 0.051
C 0.257 0.476 -0.755
C -1.661 2.045 -0.212
C -3.462 -2.277 0.273
N -0.624 1.303 0.150
N -0.366 -0.910 -0.615
N -1.720 -0.932 -0.924
S -3.218 1.853 0.350
H 5.506 0.708 0.710
H 3.726 2.471 1.418
H 4.613 -1.165 -0.484
H 1.370 2.204 0.551
H 2.268 -1.201 -1.409
H -3.956 -0.113 1.360
H 0.002 0.702 -1.849
H -1.411 2.852 -1.019
H -2.687 -3.000 0.680
H -3.811 -2.757 -0.661
H -4.191 -2.208 0.962
H -0.667 0.842 1.098
H -0.128 -1.308 0.252
H -1.979 -1.791 -1.429

Values from the calculation:
* charge: +1
* LUMO energy: -4.62 eV
* M: 220.3 g mol⁻¹
* HOMO: -12.521 eV

Okay, here come the Löwdin numbers, in e, for every atom: -0.078, -0.075, -0.033, -0.054, 0.007, -0.198, -0.343, -0.340, -0.171, -0.427, -0.001, -0.019, 0.007, -0.009, 1.115, 0.168, 0.120, 0.071, 0.088, 0.090, 0.043, 0.184, 0.154, 0.119, 0.110, 0.037, 0.182, 0.114, 0.138

--- two ---
# C11H14N3S

A gas-phase ion, C11H14N3S (charge +1) (ωB97M-V/def2-TZVPD, the OMol25 dataset).

Atoms and positions in Å:
C -2.412 -1.613 3.698
C -1.051 -1.623 3.583
C -3.167 -1.364 2.549
C -0.420 -1.139 2.468
C -2.665 -0.871 1.417
C -1.199 -0.738 1.367
C -0.287 -0.483 -0.827
C 1.080 2.717 -1.067
C -0.210 -1.777 -1.487
C 0.966 0.360 -2.931
C 3.129 4.104 -0.252
N 0.639 1.629 -0.961
N 0.296 0.547 -1.614
N -0.599 -0.108 0.334
S 1.456 4.271 -1.061
H -2.936 -2.120 4.533
H -0.415 -2.054 4.352
H -4.184 -1.097 2.802
H 0.753 -0.968 2.279
H -3.168 -0.584 0.532
H -1.262 -2.086 -1.883
H 0.476 -1.769 -2.358
H 0.013 -2.576 -0.746
H 1.268 1.308 -3.369
H 1.746 -0.344 -2.859
H 0.257 -0.137 -3.660
H 3.394 3.069 -0.421
H 2.945 4.308 0.864
H 3.900 4.753 -0.647

Values from the calculation:
* charge: +1
* LUMO energy: -4.21 eV
* M: 220.3 g mol⁻¹
* HOMO: -10.832 eV

Okay, here come the Löwdin numbers, in e, for every atom: -0.087, -0.117, -0.118, -0.045, -0.012, -0.270, -0.320, -0.433, 0.008, 0.012, -0.274, 0.126, -0.073, 0.147, 1.058, 0.123, 0.112, 0.113, 0.157, 0.098, 0.143, 0.068, 0.114, 0.098, 0.075, 0.125, 0.035, 0.088, 0.049

Relative energies, hartree: one 0.0000; two 0.0168.

--- one ---
# C3H7PS

C3H7PS in the gas phase (ωB97M-V/def2-TZVPD, the OMol25 dataset).

Atoms and positions in Å:
C 0.965 1.050 0.435
C -0.046 0.057 -0.196
P 0.376 -1.787 -0.477
C -1.322 0.053 0.612
S -2.782 -0.337 -0.018
H 1.216 1.808 -0.354
H 0.457 1.426 1.348
H 1.939 0.591 0.815
H -0.212 0.590 -1.192
H 1.362 -1.768 -1.469
H -0.836 -1.840 -1.183
H -1.117 0.158 1.680

Values from the calculation:
* charge: 0
* LUMO energy: -0.54 eV
* M: 106.1 g mol⁻¹
* HOMO: -8.874 eV
* structure (SMILES): C[C@@H](P)C=S

Okay, here come the Löwdin numbers, in e, for every atom: -0.139, -0.731, 0.818, -0.729, 0.655, 0.082, 0.061, 0.082, 0.108, -0.130, -0.133, 0.056

--- two ---
# C3H7PS

C3H7PS in the gas phase (ωB97M-V/def2-TZVPD, the OMol25 dataset).

Atoms and positions in Å:
C -0.219 -1.603 0.005
C -0.090 -0.103 0.110
P 1.287 0.886 -0.019
C -1.274 0.710 0.097
S -2.855 0.253 -0.215
H -0.936 -2.048 0.841
H -0.680 -1.931 -0.904
H 0.771 -2.213 0.177
H 0.705 2.031 0.404
H 2.017 1.589 -1.254
H 2.460 0.638 0.764
H -1.188 1.791 -0.007

Values from the calculation:
* charge: 0
* LUMO energy: -0.28 eV
* M: 106.1 g mol⁻¹
* HOMO: -7.715 eV
* structure (SMILES): CC(=[PH3])C=S

Okay, here come the Löwdin numbers, in e, for every atom: -0.181, -0.670, 0.898, -0.778, 0.537, 0.108, 0.040, 0.093, -0.047, 0.014, -0.018, 0.004

Relative energies, hartree: one 0.0000; two 0.0531.

--- one ---
# C2H5N

C2H5N in the gas phase (ωB97M-V/def2-TZVPD, the OMol25 dataset).

Atoms and positions in Å:
C 0.545 -0.497 -0.101
C -0.762 0.011 -0.175
N 0.410 0.983 -0.246
H 1.310 -0.819 -0.870
H 0.799 -0.928 0.864
H -1.264 -0.021 0.829
H -1.427 -0.190 -0.928
H 0.390 1.461 0.627

Values from the calculation:
* charge: 0
* LUMO energy: 1.28 eV
* M: 43.1 g mol⁻¹
* HOMO: -10.076 eV
* structure (SMILES): C1CN1

Okay, here come the Löwdin numbers, in e, for every atom: -0.245, -0.202, -0.001, 0.121, 0.091, 0.120, 0.063, 0.053

--- two ---
# C2H5N

C2H5N in the gas phase (ωB97M-V/def2-TZVPD, the OMol25 dataset).

Atoms and positions in Å:
C -0.955 0.791 0.479
N 0.033 0.045 0.843
C 0.728 -0.593 -0.272
H -0.927 0.953 -0.595
H -1.583 1.496 1.053
H 1.791 -0.705 -0.015
H 0.428 -1.713 -0.284
H 0.486 -0.274 -1.209

Values from the calculation:
* charge: 0
* LUMO energy: 1.22 eV
* M: 43.1 g mol⁻¹
* HOMO: -9.910 eV
* structure (SMILES): C=NC

Okay, here come the Löwdin numbers, in e, for every atom: -0.070, -0.090, -0.166, 0.050, 0.072, 0.076, 0.107, 0.021

--- three ---
# C2H5N

A molecular structure, C2H5N (ωB97M-V/def2-TZVPD, the OMol25 dataset).

Atoms and positions in Å:
N -1.087 0.146 -0.514
C 0.684 -0.626 -0.087
C 1.608 0.049 0.510
H -1.976 0.107 -0.017
H -0.961 1.133 -0.727
H 0.615 -1.572 -0.588
H 1.553 1.074 0.853
H -0.435 -0.310 0.570

Values from the calculation:
* charge: 0
* LUMO energy: 0.62 eV
* M: 43.1 g mol⁻¹
* HOMO: -8.662 eV

Okay, here come the Löwdin numbers, in e, for every atom: -0.043, -0.220, 0.011, 0.019, 0.028, 0.061, 0.014, 0.130

Relative energies, hartree: one 0.0155; two 0.0000; three 0.1540.

--- one ---
# CHFINO2

2 unconnected molecules or ions with the total composition CHFINO2 (ωB97M-V/def2-TZVPD, the OMol25 dataset).

Atoms and positions in Å:
O -0.866 1.394 1.556
C -0.267 1.475 0.575
N 0.305 1.775 -0.433
I 1.350 0.874 -1.841
O -0.232 -1.437 -0.254
F -0.826 -2.072 0.824
H 0.536 -2.010 -0.427

Values from the calculation:
* charge: 0
* LUMO energy: -0.77 eV
* M: 204.9 g mol⁻¹
* HOMO: -9.776 eV
* structure (SMILES): O=C=NI.OF

Okay, here come the Löwdin numbers, in e, for every atom: 0.170, -0.523, -0.452, 0.898, -0.082, -0.096, 0.084

--- two ---
# CHFINO2

CHFINO2 in the gas phase (ωB97M-V/def2-TZVPD, the OMol25 dataset).

Atoms and positions in Å:
O 0.177 -1.388 1.134
N -0.428 -0.951 0.194
O -1.305 -1.286 -0.515
C 0.090 0.626 -0.176
F -0.277 1.027 -1.396
I 2.160 0.836 0.268
H -0.416 1.136 0.492

Values from the calculation:
* charge: 0
* LUMO energy: -0.19 eV
* M: 204.9 g mol⁻¹
* HOMO: -10.240 eV
* structure (SMILES): O=[N+]([O-])[C@H](F)I

Okay, here come the Löwdin numbers, in e, for every atom: 0.021, -0.397, 0.126, -0.660, -0.005, 0.896, 0.020

Relative energies, hartree: one 0.0123; two 0.0000.

--- one ---
# H34O17

17 unconnected molecules or ions with the total composition H34O17 (ωB97M-V/def2-TZVPD, the OMol25 dataset).

Atoms and positions in Å:
O -3.969 0.732 0.458
H -3.807 1.601 0.692
H -3.161 0.489 -0.008
O 2.795 1.536 -0.767
H 2.148 1.223 -1.438
H 3.379 2.145 -1.260
O -1.547 1.245 -1.847
H -0.898 1.815 -1.415
H -2.228 1.864 -2.174
O 2.362 -0.266 1.465
H 2.406 0.182 0.587
H 3.175 -0.022 1.809
O -1.178 1.629 1.573
H -0.451 1.446 2.206
H -1.940 2.010 2.071
O -2.206 -1.457 -1.083
H -2.279 -2.387 -0.772
H -1.566 -1.566 -1.764
O -0.074 -2.500 1.179
H -0.695 -3.077 0.702
H -0.662 -2.032 1.706
O 1.614 2.809 1.496
H 2.291 3.378 1.126
H 1.401 2.414 0.669
O 0.900 1.159 -2.872
H 0.267 0.704 -2.340
H 0.734 0.950 -3.787
O 1.981 -1.756 -1.399
H 1.387 -1.142 -0.963
H 2.445 -1.386 -2.152
O 1.728 -2.311 3.286
H 2.561 -2.047 2.908
H 1.230 -2.485 2.507
O 0.568 0.487 3.222
H 1.151 0.274 2.442
H 1.041 0.092 3.991
O -2.128 -0.795 2.239
H -3.102 -0.734 2.110
H -1.824 0.117 2.013
O -0.018 2.814 -0.538
H 0.179 3.760 -0.279
H -0.251 2.311 0.283
O -0.059 -3.390 -1.832
H 0.742 -2.828 -1.960
H 0.144 -3.904 -1.037
O 0.241 -0.185 -0.233
H 0.084 -0.959 0.285
H -0.619 -0.027 -0.553
O -1.103 -0.915 -3.432
H -1.337 -0.047 -3.043
H -1.827 -0.976 -4.075

Values from the calculation:
* charge: 0
* LUMO energy: -0.01 eV
* M: 306.3 g mol⁻¹
* HOMO: -10.343 eV

Okay, here come the Löwdin numbers, in e, for every atom: -0.014, -0.012, 0.004, -0.065, 0.014, 0.081, -0.075, -0.019, 0.110, -0.031, 0.037, 0.041, -0.073, 0.028, 0.112, -0.057, 0.067, -0.040, -0.014, 0.073, -0.012, -0.045, 0.048, -0.046, -0.030, -0.028, 0.061, -0.041, -0.026, 0.064, -0.039, 0.017, -0.031, -0.096, -0.002, 0.078, -0.080, 0.056, -0.016, -0.093, 0.122, 0.014, -0.078, 0.007, 0.032, -0.019, 0.005, -0.005, -0.061, 0.002, 0.075

--- two ---
# H34O17

17 unconnected molecules or ions with the total composition H34O17 (ωB97M-V/def2-TZVPD, the OMol25 dataset).

Atoms and positions in Å:
O 4.532 1.856 -1.573
H 3.957 2.258 -2.242
H 4.690 0.952 -1.878
O -0.294 1.464 -3.719
H -0.794 2.024 -3.139
H -0.751 0.622 -3.871
O 3.039 2.140 -4.435
H 3.838 2.085 -3.927
H 2.464 2.904 -4.400
O 1.376 -2.761 -2.227
H 1.794 -1.949 -2.517
H 0.609 -2.983 -2.713
O -3.608 -0.876 2.903
H -3.568 -1.792 3.143
H -3.110 -0.212 3.377
O -2.538 -0.034 -3.344
H -2.337 -0.673 -2.666
H -3.104 -0.430 -4.004
O -5.489 -1.037 0.929
H -5.005 -1.173 1.754
H -4.944 -0.492 0.345
O -3.799 2.342 -0.053
H -3.676 1.916 0.741
H -3.681 3.278 0.066
O 2.707 0.004 3.598
H 2.707 -0.607 2.842
H 3.638 0.133 3.691
O 3.275 -4.143 -0.060
H 3.361 -5.034 -0.421
H 2.376 -3.913 -0.319
O -0.040 5.211 1.710
H -0.796 4.591 1.761
H 0.651 4.751 1.259
O -3.593 -2.117 -1.882
H -3.270 -2.801 -2.460
H -3.949 -2.323 -1.016
O -1.385 1.117 4.492
H -0.910 1.870 4.861
H -0.725 0.391 4.366
O 2.699 -3.632 2.667
H 2.899 -3.612 3.610
H 3.336 -4.095 2.203
O 3.638 -0.532 -3.468
H 3.231 0.275 -3.818
H 4.226 -0.615 -4.245
O -0.421 -0.841 3.240
H 0.334 -0.352 2.917
H -0.423 -1.794 3.189
O -1.359 3.008 1.297
H -1.266 3.134 2.261
H -0.544 2.495 1.175

Values from the calculation:
* charge: 0
* LUMO energy: -0.13 eV
* M: 306.3 g mol⁻¹
* HOMO: -10.801 eV

Okay, here come the Löwdin numbers, in e, for every atom: -0.057, 0.006, 0.022, -0.076, 0.015, 0.002, -0.033, 0.005, 0.064, -0.027, 0.020, 0.011, -0.033, 0.047, 0.029, -0.047, 0.012, 0.048, -0.071, -0.018, 0.024, -0.019, -0.030, 0.026, -0.052, 0.038, 0.025, -0.055, 0.046, 0.020, -0.070, -0.012, 0.013, -0.041, 0.041, 0.040, -0.086, 0.036, 0.004, -0.041, 0.043, -0.035, -0.056, 0.000, 0.066, -0.037, 0.039, 0.068, -0.049, 0.058, 0.074

Relative energies, hartree: one 0.0000; two 0.0858.